[1]
Molecular formula: C4H8O2
Method: DFT, wB97M-V/def2-TZVPD

Computed properties:
- Total energy: -307.495214 a.u.
- Orbital gap: 8.9146 eV
- Energy above the lowest of the compared OMol25 structures with the same formula, charge and spin: 136.3 kcal/mol
- Molecular weight: 88.1 g mol⁻¹

Geometry (Å):
O (2.07, 0.75, -0.75)
C (1.71, -0.37, -0.07)
C (-0.26, 0.11, 0.70)
C (-0.86, 0.80, -0.52)
O (-1.46, -0.44, -0.95)
C (-1.17, -1.05, 0.32)
H (2.68, 1.25, -0.19)
H (1.04, -0.22, 0.92)
H (1.17, -1.02, -0.77)
H (-0.37, 0.59, 1.68)
H (-1.62, 1.55, -0.27)
H (-0.16, 1.22, -1.25)
H (-2.07, -1.13, 0.94)
H (-0.71, -2.04, 0.21)

=====

[2]
Molecular formula: C4H8O2
Method: DFT, wB97M-V/def2-TZVPD

Computed properties:
- Total energy: -307.631969 a.u.
- Orbital gap: 10.1613 eV
- Energy above the lowest of the compared OMol25 structures with the same formula, charge and spin: 50.5 kcal/mol
- Molecular weight: 88.1 g mol⁻¹
- SMILES: CC(=O)[C@@H](C)O

Geometry (Å):
C (0.98, 0.84, 1.57)
C (0.46, 0.54, 0.19)
O (1.10, 0.96, -0.74)
C (-0.79, -0.25, -0.17)
C (-0.44, -0.61, -1.80)
O (-1.32, -1.02, 0.93)
H (1.17, 1.91, 1.56)
H (1.96, 0.35, 1.66)
H (0.34, 0.56, 2.41)
H (-1.65, 0.40, -0.32)
H (-0.12, 0.26, -2.43)
H (-1.35, -0.97, -2.27)
H (0.40, -1.31, -1.95)
H (-0.73, -1.66, 1.36)

=====

[3]
Molecular formula: C4H8O2
Method: DFT, wB97M-V/def2-TZVPD

Computed properties:
- Total energy: -307.644153 a.u.
- Orbital gap: 10.5722 eV
- Energy above the lowest of the compared OMol25 structures with the same formula, charge and spin: 42.8 kcal/mol
- Molecular weight: 88.1 g mol⁻¹
- SMILES: C1COCCO1

Geometry (Å):
C (0.59, 0.23, -1.14)
C (0.56, 1.35, -0.09)
O (-0.14, 0.94, 1.08)
C (-0.95, -0.21, 0.86)
C (-0.09, -1.38, 0.47)
O (0.85, -1.03, -0.54)
H (-0.35, 0.20, -1.71)
H (1.40, 0.39, -1.85)
H (1.58, 1.63, 0.19)
H (0.09, 2.24, -0.55)
H (-1.50, -0.45, 1.77)
H (-1.68, -0.02, 0.05)
H (0.48, -1.80, 1.30)
H (-0.85, -2.12, 0.15)

=====

[4]
Molecular formula: C4H8O2
Method: DFT, wB97M-V/def2-TZVPD

Computed properties:
- Total energy: -307.543680 a.u.
- Orbital gap: 7.6265 eV
- Energy above the lowest of the compared OMol25 structures with the same formula, charge and spin: 105.9 kcal/mol
- Molecular weight: 88.1 g mol⁻¹

Geometry (Å):
C (-1.53, -0.01, 1.27)
C (-0.09, -0.92, -1.04)
O (-0.05, 0.31, -1.47)
C (1.18, 0.90, -0.88)
C (1.42, -0.03, 0.29)
O (0.78, -1.24, -0.19)
H (-1.73, -1.05, 1.54)
H (-2.14, 0.29, 0.41)
H (-1.77, 0.64, 2.12)
H (-0.89, -1.59, -1.35)
H (1.92, 0.93, -1.70)
H (0.91, 1.92, -0.60)
H (-0.45, 0.14, 1.09)
H (2.45, -0.27, 0.54)

=====

[5]
Molecular formula: C4H8O2
Method: DFT, wB97M-V/def2-TZVPD

Computed properties:
- Total energy: -307.611270 a.u.
- Orbital gap: 9.7305 eV
- Energy above the lowest of the compared OMol25 structures with the same formula, charge and spin: 63.5 kcal/mol
- Molecular weight: 88.1 g mol⁻¹
- SMILES: C=CC.O=CO

Geometry (Å):
C (-2.20, -2.33, -0.48)
C (-1.20, -1.43, -0.49)
C (-0.14, -1.38, -1.59)
H (-2.69, -2.50, 0.48)
H (-2.37, -2.90, -1.38)
H (-1.48, -0.42, -0.15)
H (-0.06, -2.37, -2.04)
H (-0.27, -0.51, -2.23)
H (0.82, -1.10, -1.14)
O (2.37, 2.52, 2.91)
C (2.23, 3.23, 1.96)
O (1.28, 2.92, 1.02)
H (3.05, 3.87, 1.61)
H (0.66, 2.39, 1.52)

=====

[6]
Molecular formula: C4H8O2
Method: DFT, wB97M-V/def2-TZVPD

Computed properties:
- Total energy: -307.664165 a.u.
- Orbital gap: 10.8726 eV
- Energy above the lowest of the compared OMol25 structures with the same formula, charge and spin: 30.3 kcal/mol
- Molecular weight: 88.1 g mol⁻¹
- SMILES: CC(=O)[C@@H](C)O

Geometry (Å):
C (1.75, -1.14, -0.36)
C (0.28, -0.78, -0.11)
O (-0.45, -1.74, -0.21)
C (-0.43, 0.50, 0.52)
C (-1.06, 1.57, -0.40)
O (-1.47, -0.03, 1.31)
H (1.89, -1.41, -1.41)
H (1.89, -2.09, 0.19)
H (2.51, -0.43, -0.04)
H (0.28, 1.02, 1.18)
H (-0.33, 2.24, -0.86)
H (-1.73, 2.18, 0.22)
H (-1.69, 1.12, -1.18)
H (-1.46, -0.99, 1.14)

=====

[7]
Molecular formula: C4H8O2
Method: DFT, wB97M-V/def2-TZVPD

Computed properties:
- Total energy: -307.620610 a.u.
- Orbital gap: 10.8225 eV
- Energy above the lowest of the compared OMol25 structures with the same formula, charge and spin: 57.6 kcal/mol
- Molecular weight: 88.1 g mol⁻¹
- SMILES: COC1COC1

Geometry (Å):
C (1.96, -0.10, 0.46)
O (0.75, 0.51, 0.84)
C (-0.18, 0.41, -0.21)
C (-0.82, -0.96, -0.48)
O (-2.13, -0.45, -0.17)
C (-1.60, 0.84, 0.16)
H (1.90, -1.19, 0.62)
H (2.16, 0.09, -0.60)
H (2.77, 0.31, 1.07)
H (0.22, 0.91, -1.10)
H (-0.52, -1.77, 0.19)
H (-0.75, -1.31, -1.52)
H (-1.72, 1.10, 1.21)
H (-2.04, 1.63, -0.48)

=====

[8]
Molecular formula: C4H8O2
Method: DFT, wB97M-V/def2-TZVPD

Computed properties:
- Total energy: -307.621124 a.u.
- Orbital gap: 9.5153 eV
- Energy above the lowest of the compared OMol25 structures with the same formula, charge and spin: 57.3 kcal/mol
- Molecular weight: 88.1 g mol⁻¹
- SMILES: C=CO.CC=O

Geometry (Å):
C (1.99, 0.40, 1.05)
C (1.46, 0.55, -0.17)
O (1.60, -0.40, -1.14)
H (1.68, 1.15, 1.78)
H (2.84, -0.23, 1.25)
H (1.14, 1.51, -0.56)
H (0.84, -0.26, -1.73)
C (-1.86, -0.93, 0.16)
C (-1.48, 0.39, -0.46)
O (-1.14, 0.47, -1.61)
H (-2.54, -1.56, -0.40)
H (-2.29, -0.74, 1.16)
H (-0.98, -1.53, 0.42)
H (-1.25, 1.20, 0.25)

=====

[9]
Molecular formula: C4H8O2
Method: DFT, wB97M-V/def2-TZVPD

Computed properties:
- Total energy: -307.696213 a.u.
- Orbital gap: 11.3742 eV
- Energy above the lowest of the compared OMol25 structures with the same formula, charge and spin: 10.2 kcal/mol
- Molecular weight: 88.1 g mol⁻¹
- SMILES: CCOC(C)=O

Geometry (Å):
C (-2.24, -0.58, 0.45)
C (-1.10, 0.09, -0.29)
O (0.16, -0.17, 0.35)
C (1.14, 0.68, -0.02)
C (2.49, 0.01, -0.03)
O (0.95, 1.81, -0.40)
H (-1.99, -1.61, 0.72)
H (-2.53, -0.04, 1.35)
H (-3.11, -0.62, -0.21)
H (-1.01, -0.33, -1.30)
H (-1.25, 1.17, -0.38)
H (3.26, 0.68, 0.37)
H (2.72, -0.14, -1.09)
H (2.50, -0.95, 0.47)

=====

[10]
Molecular formula: C4H8O2
Method: DFT, wB97M-V/def2-TZVPD

Computed properties:
- Total energy: -307.555696 a.u.
- Orbital gap: 10.8450 eV
- Energy above the lowest of the compared OMol25 structures with the same formula, charge and spin: 98.4 kcal/mol
- Molecular weight: 88.1 g mol⁻¹
- SMILES: C[C@H]1O[C@H]1CO

Geometry (Å):
C (-1.73, 0.48, -0.13)
C (-0.39, 0.92, -0.65)
O (0.33, 1.54, 0.39)
C (0.84, 0.18, -0.37)
C (0.81, -1.11, 0.43)
O (2.08, -1.54, 0.84)
H (-1.65, 0.04, 0.87)
H (-2.23, -0.21, -0.80)
H (-2.36, 1.38, -0.03)
H (-0.44, 1.46, -1.59)
H (1.55, 1.07, -0.27)
H (0.29, -1.90, -0.16)
H (0.21, -0.96, 1.33)
H (2.69, -1.33, 0.13)

=====

[11]
Molecular formula: C4H8O2
Method: DFT, wB97M-V/def2-TZVPD

Computed properties:
- Total energy: -307.533314 a.u.
- Orbital gap: 8.6999 eV
- Energy above the lowest of the compared OMol25 structures with the same formula, charge and spin: 112.4 kcal/mol
- Molecular weight: 88.1 g mol⁻¹

Geometry (Å):
C (1.92, 0.63, -0.58)
C (0.72, -0.92, 0.16)
O (0.96, 0.37, 0.49)
C (-0.69, -1.05, -0.29)
C (-1.71, 0.05, 0.01)
O (-1.39, 1.29, -0.59)
H (2.89, 0.17, -0.35)
H (1.56, 0.26, -1.55)
H (1.94, 1.71, -0.62)
H (-0.58, -1.18, -1.38)
H (-1.01, -2.04, 0.07)
H (-1.81, 0.15, 1.10)
H (-2.68, -0.25, -0.38)
H (-0.65, 1.63, -0.08)

=====

[12]
Molecular formula: C4H8O2
Method: DFT, wB97M-V/def2-TZVPD

Computed properties:
- Total energy: -307.683428 a.u.
- Orbital gap: 11.1067 eV
- Energy above the lowest of the compared OMol25 structures with the same formula, charge and spin: 18.2 kcal/mol
- Molecular weight: 88.1 g mol⁻¹
- SMILES: O[C@H]1CCCO1

Geometry (Å):
O (-1.16, 1.15, -1.15)
C (-0.53, 1.06, 0.10)
C (-0.86, -0.30, 0.71)
C (0.15, -1.19, -0.02)
C (1.37, -0.26, -0.12)
O (0.87, 1.08, -0.04)
H (-0.63, 1.77, -1.67)
H (-0.80, 1.91, 0.73)
H (-1.89, -0.59, 0.54)
H (-0.66, -0.27, 1.79)
H (0.38, -2.13, 0.50)
H (-0.23, -1.42, -1.02)
H (2.08, -0.41, 0.71)
H (1.92, -0.39, -1.06)

=====

[13]
Molecular formula: C4H8O2
Method: DFT, wB97M-V/def2-TZVPD

Computed properties:
- Total energy: -307.532073 a.u.
- Orbital gap (alpha / beta): 8.2460 / 8.2442 eV
- Energy above the lowest of the compared OMol25 structures with the same formula, charge and spin: 113.2 kcal/mol
- Molecular weight: 88.1 g mol⁻¹

Geometry (Å):
C (-2.14, -0.44, -0.57)
C (-0.80, 0.21, -0.59)
O (-0.07, 0.10, 0.48)
C (1.21, 0.51, 0.47)
C (1.98, 0.09, 1.62)
O (3.10, 0.49, 1.87)
H (-2.90, 0.23, -0.14)
H (-2.12, -1.36, 0.01)
H (-2.45, -0.67, -1.60)
H (0.58, -0.56, -1.46)
H (-0.61, 1.07, -1.23)
H (1.44, 1.43, -0.06)
H (1.30, -0.43, -1.06)
H (1.48, -0.67, 2.25)

=====

[14]
Molecular formula: C4H8O2
Method: DFT, wB97M-V/def2-TZVPD

Computed properties:
- Total energy: -307.622725 a.u.
- Orbital gap: 9.4029 eV
- Energy above the lowest of the compared OMol25 structures with the same formula, charge and spin: 56.3 kcal/mol
- Molecular weight: 88.1 g mol⁻¹
- SMILES: C=C/C=C/O.O

Geometry (Å):
C (0.25, 0.97, 2.08)
C (0.23, 0.08, 1.09)
C (1.18, 0.05, -0.05)
C (0.71, 0.21, -1.28)
O (1.54, 0.28, -2.36)
H (-0.46, 0.86, 2.88)
H (0.94, 1.80, 2.09)
H (-0.61, -0.58, 0.98)
H (2.23, 0.12, 0.19)
H (-0.35, 0.29, -1.47)
H (1.06, 0.37, -3.18)
O (-2.91, -1.31, 0.55)
H (-3.63, -0.85, 1.02)
H (-2.15, -0.84, 0.93)

=====

[15]
Molecular formula: C4H8O2
Method: DFT, wB97M-V/def2-TZVPD

Computed properties:
- Total energy: -307.612007 a.u.
- Orbital gap: 9.7734 eV
- Energy above the lowest of the compared OMol25 structures with the same formula, charge and spin: 63.0 kcal/mol
- Molecular weight: 88.1 g mol⁻¹
- SMILES: C=CO.C=CO

Geometry (Å):
C (-2.51, -1.02, -0.16)
C (-1.33, -1.49, 0.19)
O (-0.74, -0.99, 1.33)
H (-3.06, -1.39, -1.01)
H (-2.94, -0.28, 0.50)
H (-0.76, -2.26, -0.31)
H (0.04, -1.47, 1.55)
C (1.38, 1.30, 0.58)
C (1.95, 0.97, -0.57)
O (1.48, 1.16, -1.83)
H (1.83, 1.14, 1.55)
H (0.40, 1.76, 0.66)
H (2.91, 0.46, -0.51)
H (1.35, 2.11, -1.98)

=====

[16]
Molecular formula: C4H8O2
Method: DFT, wB97M-V/def2-TZVPD

Computed properties:
- Total energy: -307.607986 a.u.
- Orbital gap: 9.6813 eV
- Energy above the lowest of the compared OMol25 structures with the same formula, charge and spin: 65.5 kcal/mol
- Molecular weight: 88.1 g mol⁻¹
- SMILES: C[C@@]1(O)C[C@H]1O

Geometry (Å):
C (-1.09, 0.28, -1.19)
C (-0.29, 0.47, 0.13)
O (-0.35, 1.79, 0.55)
C (0.06, -0.59, 1.35)
C (0.96, -0.32, 0.21)
O (1.17, -1.37, -0.67)
H (-1.90, 1.01, -1.31)
H (-1.49, -0.73, -1.29)
H (-0.43, 0.43, -2.07)
H (-0.16, 1.69, 1.49)
H (0.59, -0.46, 2.32)
H (-0.55, -1.48, 1.40)
H (1.83, 0.29, 0.48)
H (1.66, -1.01, -1.42)

=====

[17]
Molecular formula: C4H8O2
Method: DFT, wB97M-V/def2-TZVPD

Computed properties:
- Total energy: -307.675616 a.u.
- Orbital gap: 10.9593 eV
- Energy above the lowest of the compared OMol25 structures with the same formula, charge and spin: 23.1 kcal/mol
- Molecular weight: 88.1 g mol⁻¹
- SMILES: CCC(=O)CO

Geometry (Å):
C (-1.97, 0.38, -0.36)
C (-0.90, -0.64, 0.08)
C (0.41, 0.12, 0.19)
O (0.37, 1.32, 0.39)
C (1.81, -0.47, 0.06)
O (2.69, 0.57, -0.25)
H (-1.95, 1.24, 0.32)
H (-2.98, -0.04, -0.36)
H (-1.74, 0.79, -1.35)
H (-0.79, -1.52, -0.57)
H (-1.17, -1.05, 1.06)
H (2.06, -0.93, 1.03)
H (1.88, -1.25, -0.71)
H (2.20, 1.38, -0.01)

=====

[18]
Molecular formula: C4H8O2
Method: DFT, wB97M-V/def2-TZVPD

Computed properties:
- Total energy: -307.607144 a.u.
- Orbital gap: 9.3822 eV
- Energy above the lowest of the compared OMol25 structures with the same formula, charge and spin: 66.1 kcal/mol
- Molecular weight: 88.1 g mol⁻¹
- SMILES: C1=COCCO1.[H][H]

Geometry (Å):
C (-0.83, -0.82, 0.90)
C (-1.29, 0.33, 0.43)
O (-0.48, 1.31, -0.10)
C (0.87, 1.12, 0.28)
C (1.28, -0.33, 0.08)
O (0.49, -1.19, 0.88)
H (-1.47, -1.58, 1.34)
H (-2.34, 0.59, 0.42)
H (0.99, 1.39, 1.34)
H (1.47, 1.79, -0.33)
H (2.32, -0.49, 0.37)
H (1.16, -0.60, -0.98)
H (-1.09, -1.08, -2.50)
H (-1.09, -0.43, -2.14)